#P
Formula: C27H21AsBrF6N2O3PdS
Source: the OMol25 dataset
Level of theory: ωB97M-V/def2-TZVPD

Each line ends with the Löwdin charge.
Element x y z (Å)
O 0.07 1.22 -0.87  -0.359
C 1.34 -1.98 -2.38  -0.141
H -0.31 -3.61 5.33  0.106
F -2.88 -3.78 0.33  -0.232
C -4.34 1.83 0.17  -0.004
C -1.49 -1.93 4.76  -0.027
H 3.79 4.45 -0.76  0.118
F -2.42 -5.16 -1.69  -0.227
C -0.22 -3.26 3.20  -0.045
Br 2.51 2.02 -4.29  0.769
C 3.53 0.85 0.59  -0.049
C -2.83 -0.04 3.87  0.022
Pd -1.01 -0.83 -0.71  1.087
C 2.48 2.84 -0.26  -0.053
C 6.22 3.44 -0.12  -0.049
H 4.12 -0.22 -3.17  0.111
H -0.04 0.68 -3.66  0.099
H -2.24 1.05 -2.97  0.109
H 3.43 -2.43 -2.22  0.115
C -4.67 2.41 -1.04  -0.063
C -3.25 0.98 0.28  -0.155
C 2.69 -1.71 -2.54  -0.039
As -2.84 -3.52 -1.38  0.757
H -5.54 3.06 -1.11  0.110
O 1.06 -0.68 0.22  -0.387
C 3.72 3.44 -0.37  -0.036
H -4.18 2.59 -3.13  0.113
F -1.08 -3.15 -1.16  -0.340
H 6.42 3.71 -1.15  0.083
C -0.65 -2.98 4.52  -0.066
H 1.57 3.36 -0.54  0.119
C -1.95 -1.13 3.70  -0.136
C 2.39 1.55 0.24  -0.274
H -0.31 -2.71 1.15  0.084
C 0.75 0.02 -3.31  -0.194
S 0.81 0.78 0.33  0.470
C 4.77 1.46 0.47  -0.033
C 2.07 0.37 -3.49  -0.672
F -2.64 -3.09 -3.04  -0.238
H 3.42 -0.17 0.96  0.116
H -1.81 -1.70 5.77  0.115
N 0.38 -1.12 -2.73  0.029
H 6.23 4.35 0.48  0.084
C -0.65 -2.50 2.15  -0.016
H -3.94 1.51 2.92  0.113
H 7.02 2.79 0.23  0.074
F -3.21 -1.80 -1.06  -0.284
C 3.07 -0.49 -3.07  -0.094
F -4.52 -3.83 -1.54  -0.221
C -1.54 -1.43 2.37  -0.183
C -2.83 1.28 -2.10  -0.056
H 5.67 0.91 0.75  0.112
H -4.96 2.03 1.04  0.115
O 0.16 1.15 1.56  -0.273
N -2.00 -0.69 1.33  0.109
C 4.88 2.76 -0.01  -0.270
C -2.84 0.31 1.50  -0.207
H 1.02 -2.94 -1.99  0.106
H 0.45 -4.09 3.03  0.112
H -3.14 0.24 4.87  0.125
C -2.54 0.73 -0.88  -0.031
C -3.27 0.67 2.79  0.021
C -3.92 2.14 -2.18  -0.053

Properties
LUMO energy (alpha / beta): -2.16 / -2.00 eV
HOMO energy (alpha / beta): -9.08 / -9.07 eV
orbital gap (alpha / beta): 6.9 / 7.1 eV
charge: 0
spin multiplicity: 2

---

#Q
Formula: C27H21AsBrF6N2O3PdS
Source: the OMol25 dataset
Level of theory: ωB97M-V/def2-TZVPD

Each line ends with the Löwdin charge.
Element x y z (Å)
H 1.09 5.15 0.92  0.129
H 3.03 2.70 -4.11  0.128
H 2.18 -4.70 -0.31  0.118
C 1.88 -1.10 -1.69  -0.175
C 3.34 1.09 1.74  -0.353
H 1.28 -2.91 1.14  0.125
C -3.25 2.09 2.48  -0.043
H 2.80 0.24 -3.94  0.116
H -4.42 1.36 4.14  0.109
H 2.83 -4.20 -2.64  0.110
S 2.19 0.82 3.11  0.895
O 0.45 2.55 0.99  -0.033
H 2.87 4.93 -2.98  0.115
C -3.65 1.14 3.40  -0.095
H 3.35 3.22 1.99  0.112
C 2.14 3.07 -2.18  -0.152
C 5.02 1.52 -0.44  -0.263
F -2.30 -2.77 -1.85  -0.242
F -2.19 -3.48 1.54  -0.256
C -2.07 -0.36 2.41  -0.191
C -3.06 -0.10 3.36  -0.658
H 5.23 1.87 -2.55  0.065
C 3.73 2.38 1.41  -0.073
F -0.94 -4.22 -0.42  -0.241
C 2.39 4.46 -2.14  -0.035
C 2.56 2.24 -3.25  0.007
N -1.67 0.56 1.53  0.009
Pd 0.41 -0.13 0.53  1.172
H 0.77 2.72 1.91  0.073
F -3.41 -4.49 -0.40  -0.226
H -3.69 3.08 2.46  0.109
N 1.32 1.09 -1.04  0.121
C 4.67 0.23 -0.05  -0.032
C 1.49 2.44 -1.09  -0.118
C 2.03 5.18 -1.03  -0.063
As -2.31 -3.19 -0.17  0.736
H -1.61 -1.34 2.37  0.081
C 1.09 3.23 0.02  -0.272
H -1.93 2.47 0.83  0.105
C 2.48 -3.41 -2.00  -0.055
C 2.12 -3.69 -0.69  -0.051
H 2.66 -1.91 -3.52  0.111
H 3.58 -1.00 1.32  0.107
O 1.19 -0.15 2.43  -0.552
F -3.59 -2.06 0.12  -0.239
C 1.38 4.57 0.06  0.008
F -1.16 -1.83 0.09  -0.329
O 1.59 2.17 3.33  -0.485
C 2.37 -2.12 -2.50  -0.009
H 6.45 2.67 -1.56  0.082
C 2.43 0.89 -3.16  0.017
C 1.84 0.33 -2.01  -0.191
C 4.55 2.59 0.32  -0.032
Br -3.56 -1.46 4.55  0.785
C 5.86 1.76 -1.66  -0.035
C -2.26 1.76 1.57  -0.126
C 3.85 0.01 1.04  -0.083
C 1.62 -2.69 0.14  -0.079
C 1.50 -1.43 -0.40  -0.192
H 6.54 0.93 -1.84  0.082
H 4.83 3.60 0.05  0.119
H 2.23 6.24 -0.99  0.110
H 5.04 -0.62 -0.62  0.122

Properties
LUMO energy (alpha / beta): -1.43 / -2.71 eV
HOMO energy (alpha / beta): -9.05 / -9.10 eV
orbital gap (alpha / beta): 7.6 / 6.4 eV
charge: 0
spin multiplicity: 2

---

Tell me which of them is the most stable. Sure, it is #Q.

---

#P
Formula: C2H2O4
Source: the OMol25 dataset
Level of theory: ωB97M-V/def2-TZVPD

Each line ends with the Löwdin charge.
Element x y z (Å)
O 2.11 0.72 0.37  0.200
C 1.80 -0.12 -0.34  -0.567
C -0.48 -0.15 0.36  -0.160
O 1.69 -0.79 -1.25  0.185
H -1.06 -0.88 -1.25  0.076
O -0.90 0.49 1.40  0.098
O -1.39 -0.18 -0.70  0.041
H -1.77 0.92 1.40  0.128

Properties
LUMO energy: 0.57 eV
HOMO energy: -9.86 eV
orbital gap: 10.4 eV
charge: 0
spin multiplicity: 1

---

#Q
Formula: C2H2O4
Source: the OMol25 dataset
Level of theory: ωB97M-V/def2-TZVPD

Each line ends with the Löwdin charge.
Element x y z (Å)
H -0.12 0.06 1.30  0.070
O 0.61 1.74 -0.13  0.047
C 1.32 1.16 0.80  -0.225
O -1.15 -0.62 -0.51  0.206
O 0.81 0.19 1.59  0.008
C -0.79 -1.51 -1.11  -0.429
O -0.42 -2.36 -1.76  0.260
H -0.26 1.34 -0.17  0.063

Properties
LUMO energy: 0.11 eV
HOMO energy: -8.98 eV
orbital gap: 9.1 eV
charge: 0
spin multiplicity: 1

---

Tell me which of them is the most stable. Sure, it is #P.

---

#P
Formula: C3H11O3
Source: the OMol25 dataset
Level of theory: ωB97M-V/def2-TZVPD

Each line ends with the Löwdin charge.
Element x y z (Å)
H 1.57 -1.69 -0.36  0.083
C -0.12 -2.69 -1.06  -0.124
H -0.57 -3.35 -0.35  0.042
H -1.04 -0.35 -1.21  0.083
H -0.54 0.36 1.82  -0.004
H 0.48 2.74 -1.52  0.016
C 0.51 -1.46 -0.29  -0.223
O -0.22 0.78 0.28  -0.335
H 0.52 -3.29 -1.69  0.043
H 0.67 2.10 -0.21  -0.008
O -1.09 0.52 2.67  -0.191
H -1.83 0.69 2.06  0.000
C -0.06 -0.11 -0.74  -0.439
H 0.53 0.32 -1.59  0.096
O 1.18 2.72 -0.83  -0.170
H -0.89 -2.27 -1.69  0.042
H 0.30 -1.59 0.78  0.090

Properties
LUMO energy: 4.09 eV
HOMO energy: -3.94 eV
orbital gap: 8.0 eV
charge: -1
spin multiplicity: 1

---

#Q
Formula: C3H11O3
Source: the OMol25 dataset
Level of theory: ωB97M-V/def2-TZVPD

Each line ends with the Löwdin charge.
Element x y z (Å)
H 0.91 -2.62 -1.55  0.049
H -0.10 -1.63 0.68  0.083
H 1.68 -1.78 0.58  0.087
H 1.97 0.47 0.03  0.080
H -1.46 0.08 0.46  -0.009
O -0.83 3.33 1.12  -0.130
C 0.94 0.27 0.41  -0.503
H -0.22 -1.27 -1.78  0.057
H -2.67 -0.02 -0.42  0.013
O -2.45 0.04 0.52  -0.127
H 1.49 -1.02 -1.87  0.063
H 1.01 0.40 1.51  0.087
H -0.19 2.83 0.59  -0.006
C 0.72 -1.57 -1.31  -0.150
O -0.03 1.01 -0.17  -0.330
C 0.80 -1.26 0.18  -0.277
H -1.58 2.72 1.04  0.015

Properties
LUMO energy: 4.16 eV
HOMO energy: -3.47 eV
orbital gap: 7.6 eV
charge: -1
spin multiplicity: 1

---

#R
Formula: C3H11O3
Source: the OMol25 dataset
Level of theory: ωB97M-V/def2-TZVPD

Each line ends with the Löwdin charge.
Element x y z (Å)
H -0.62 -2.66 -0.90  0.053
H -0.64 1.02 0.60  -0.031
O 1.23 -0.21 2.31  -0.121
H 1.25 -1.31 -2.07  0.078
H 1.05 0.22 1.45  -0.005
H -0.72 1.05 -1.86  0.088
H -2.04 1.71 0.96  -0.029
H -0.39 -1.06 -2.58  0.087
O -1.60 0.90 1.28  -0.298
H 0.29 -1.77 0.34  0.048
H 0.32 -0.42 2.60  0.021
H 0.98 1.19 -2.10  0.086
C -0.29 -1.67 -0.57  -0.120
H -1.17 -1.08 -0.32  0.055
C 0.23 0.66 -1.49  -0.375
O 0.37 1.13 -0.17  -0.297
C 0.32 -0.85 -1.76  -0.240

Properties
LUMO energy: 4.23 eV
HOMO energy: -4.02 eV
orbital gap: 8.3 eV
charge: -1
spin multiplicity: 1

---

Tell me which of them is the most stable. Sure, it is #Q.

---

#P
Formula: CH5NS
Source: the OMol25 dataset
Level of theory: ωB97M-V/def2-TZVPD

Each line ends with the Löwdin charge.
Element x y z (Å)
H -3.28 -0.47 -1.16  -0.289
C 1.20 0.31 0.43  -0.189
H -0.17 -0.65 -0.79  -0.041
H 1.50 0.80 -0.51  0.096
S -2.47 0.15 -0.21  0.209
N 0.40 -0.80 0.10  0.057
H 1.93 -0.28 0.99  0.099
H 0.89 0.94 1.16  0.056

Properties
LUMO energy (alpha / beta): -3.06 / -3.05 eV
HOMO energy (alpha / beta): -8.81 / -8.88 eV
orbital gap (alpha / beta): 5.7 / 5.8 eV
charge: 0
spin multiplicity: 1

---

#Q
Formula: CH5NS
Source: the OMol25 dataset
Level of theory: ωB97M-V/def2-TZVPD

Each line ends with the Löwdin charge.
Element x y z (Å)
H -1.79 -0.82 0.99  0.016
N 1.66 1.03 0.18  0.022
H 1.78 1.05 -0.84  -0.049
H 1.80 1.99 0.50  -0.051
H -1.42 -1.03 -0.75  0.015
H -0.10 -0.87 0.44  0.004
S -1.07 1.23 -0.01  0.600
C -1.11 -0.56 0.18  -0.557

Properties
LUMO energy (alpha / beta): -2.22 / -2.22 eV
HOMO energy (alpha / beta): -9.17 / -9.16 eV
orbital gap (alpha / beta): 7.0 / 6.9 eV
charge: 0
spin multiplicity: 1

---

Tell me which of them is the most stable. Sure, it is #Q.